{
  "formula": "C7H14N2O2S",
  "method": "wB97M-V/def2-TZVPD",
  "lumo_energy_ev": -0.2,
  "orbital_gap_ev": 8.2524,
  "de_lowest_ev": 5.2741,
  "homo_ha": -0.311,
  "elements": ["C", "C", "C", "C", "C", "C", "C", "N", "N", "O", "O", "S", "H", "H", "H", "H", "H", "H", "H", "H", "H", "H", "H", "H", "H", "H"],
  "coordinates": [[-0.70502, -1.73553, 0.79849], [-2.07916, -1.29909, 0.82726], [-1.14820, 1.63228, 1.36761], [-0.91996, 2.02930, -0.08094], [-1.07543, -0.66412, -0.13061], [-0.74405, 0.64874, 0.29627], [-1.03103, -0.94111, -1.63856], [3.80131, 0.30907, -0.48143], [1.55875, 0.80849, 0.72690], [1.99828, -1.41712, -0.18108], [1.58708, 0.47829, -1.66062], [2.18874, -0.05453, -0.47467], [-0.23253, -1.37995, 1.64620], [-0.39251, -2.63419, 0.34199], [-2.77804, -1.82432, 0.16564], [-2.58877, -0.58926, 1.39776], [-0.50089, 1.94529, 2.22644], [-2.12979, 1.59359, 1.72149], [-1.82773, 2.37433, -0.61331], [0.02374, 2.60990, -0.18711], [-0.26148, -1.64493, -1.84528], [-0.74218, -0.10493, -2.25312], [-1.96141, -1.30714, -1.96600], [3.86067, 1.02460, -1.13736], [4.30971, -0.52539, -0.56833], [1.78988, 0.66771, 1.70237]]
}



{
  "formula": "C4H12O3",
  "method": "wB97M-V/def2-TZVPD",
  "charge": -1,
  "spin_multiplicity": 2,
  "lumo_energy_ev": [3.5, 3.4],
  "s_squared": 0.750,
  "orbital_gap_ev": [2.6875, 9.9351],
  "de_lowest_ev": 1.9399,
  "homo_ha": [0.030, -0.240],
  "elements": ["O", "C", "C", "C", "C", "H", "H", "H", "H", "H", "H", "H", "H", "H", "H", "O", "H", "H", "O"],
  "coordinates": [[-0.58155, 0.20880, -2.27182], [-1.42369, 0.17939, -1.37592], [-1.58748, -0.58067, -0.00649], [-1.00451, -2.01819, 0.13390], [-0.47047, -2.30456, 1.56195], [-2.35989, 0.77062, -1.76550], [-2.56512, -0.40309, 0.38348], [-0.99636, 0.07387, 0.62592], [-0.11935, -2.03726, -0.52202], [-1.93857, -2.57984, -0.07023], [-0.13040, -3.38008, 1.45285], [0.36972, -1.64083, 1.67637], [-1.31910, -2.15343, 2.24766], [3.60739, 3.15459, -1.34282], [3.37578, 3.81407, -2.63347], [3.88217, 3.07983, -2.26761], [0.30249, 1.76116, 1.14062], [1.80155, 2.34767, 1.40007], [1.15739, 1.70793, 1.63306]]
}



{
  "formula": "C4H7NO2",
  "method": "wB97M-V/def2-TZVPD",
  "lumo_energy_ev": 0.7,
  "orbital_gap_ev": 10.3405,
  "de_lowest_ev": 1.0096,
  "smiles": "C[C@@H](C=O)C(N)=O",
  "homo_ha": -0.353,
  "elements": ["C", "C", "C", "O", "C", "N", "O", "H", "H", "H", "H", "H", "H", "H"],
  "coordinates": [[-1.01817, -1.12845, 0.47799], [-0.52674, 0.04694, -0.37534], [-1.05013, 1.39613, 0.13303], [-1.78290, 1.53101, 1.07707], [0.98928, 0.31479, -0.13846], [2.09715, -0.34677, -0.58124], [1.18828, 1.21311, 0.67385], [-0.51031, -1.12312, 1.44474], [-2.09307, -1.05757, 0.67916], [-0.82712, -2.08130, -0.02447], [-0.92326, -0.05941, -1.39841], [-0.69937, 2.25212, -0.47859], [2.22498, -0.99639, -1.33746], [2.93137, 0.03892, -0.15187]]
}



{
  "formula": "C3H5N3O",
  "method": "wB97M-V/def2-TZVPD",
  "lumo_energy_ev": 0.6,
  "orbital_gap_ev": 8.0801,
  "de_lowest_ev": 5.1661,
  "homo_ha": -0.274,
  "elements": ["N", "C", "C", "N", "C", "O", "N", "H", "H", "H", "H", "H"],
  "coordinates": [[-0.87359, 0.30310, 0.80941], [-0.01229, 1.13555, 0.14348], [-0.00872, -0.47048, -0.17726], [0.11471, -1.82083, 0.19231], [0.01467, 0.11337, -1.50179], [1.05925, 1.69609, 0.78146], [-0.16845, 1.37491, -1.26823], [0.79524, 1.90102, 1.69153], [-1.81769, 0.34499, 0.43001], [-0.36956, -2.05635, 1.05139], [1.08428, -2.11173, 0.29512], [0.18213, -0.40963, -2.44743]]
}



{
  "formula": "C17H19LiN2O2S3Sb",
  "method": "wB97M-V/def2-TZVPD",
  "charge": -1,
  "lumo_energy_ev": 1.1,
  "orbital_gap_ev": 4.0883,
  "de_lowest_ev": 0.2712,
  "homo_ha": -0.110,
  "elements": ["Li", "O", "C", "O", "C", "C", "C", "C", "C", "C", "N", "C", "C", "C", "C", "C", "C", "N", "H", "H", "H", "H", "H", "H", "H", "H", "H", "H", "S", "C", "S", "S", "C", "Sb", "C", "C", "H", "H", "H", "H", "H", "H", "H", "H", "H"],
  "coordinates": [[0.08907, 0.14997, -0.07230], [-2.70066, -3.80222, -5.93781], [-2.31128, -4.56135, -4.89433], [-2.45104, -5.75131, -4.94094], [-1.72634, -3.85097, -3.70268], [-1.27069, -4.65126, -2.65873], [-0.71853, -4.07879, -1.52777], [-0.61588, -2.69350, -1.43375], [-1.06511, -1.88980, -2.46668], [-1.62202, -2.47254, -3.59746], [-0.08052, -1.98919, -0.30180], [0.23580, -2.59502, 0.75793], [0.71744, -1.82197, 1.93683], [0.99347, -2.45674, 3.13079], [1.38840, -1.67138, 4.20985], [1.48377, -0.30641, 4.03748], [1.18537, 0.24514, 2.79149], [0.80898, -0.50357, 1.76375], [-2.51874, -2.87315, -5.76475], [-1.35870, -5.72460, -2.75432], [-0.36918, -4.72699, -0.73519], [-0.98083, -0.81174, -2.36674], [-1.97070, -1.79745, -4.37187], [0.13882, -3.67572, 0.89195], [0.89555, -3.53168, 3.21727], [1.61171, -2.12639, 5.16631], [1.78244, 0.34127, 4.85062], [1.23648, 1.30927, 2.59217], [-0.79367, 4.43581, -1.52220], [-0.31210, 2.90696, -1.02297], [0.32882, 2.59390, 0.56908], [-0.56366, 1.50232, -2.04388], [-3.46411, 2.31777, 0.78780], [-2.61644, 0.37379, 0.73177], [-3.43539, -0.29190, 2.62559], [-4.18618, -0.52319, -0.43805], [-4.52347, 2.25178, 1.03981], [-3.32587, 2.78163, -0.18911], [-2.92823, 2.91912, 1.52023], [-4.49882, -0.05226, 2.68689], [-2.91046, 0.20025, 3.44636], [-3.30744, -1.37149, 2.73239], [-5.16219, -0.26493, -0.02374], [-4.07529, -1.60933, -0.45215], [-4.11513, -0.15282, -1.46139]]
}